# C25H21I2LiN5O2

A structure of composition C25H21I2LiN5O2 in a non-equilibrium geometry (ωB97M-V with the def2-TZVPD basis set, OMol25).

Each line ends with the Löwdin charge.
Cartesian coordinates (Å):
Li (-0.805, 0.648, 0.783)  0.568
I (3.506, -5.512, 1.073)  0.809
C (2.643, -3.732, 1.565)  -0.814
C (1.458, -3.804, 2.257)  -0.303
C (0.740, -2.667, 2.522)  -0.655
I (-1.063, -2.784, 3.560)  0.853
C (1.192, -1.410, 1.975)  -0.436
O (0.399, -0.412, 1.856)  -0.227
C (2.576, -1.295, 1.520)  -0.138
C (3.165, 0.071, 1.175)  -0.169
N (2.248, 0.807, 0.322)  -0.080
C (2.687, 2.015, -0.265)  -0.199
C (1.471, 2.716, -0.848)  -0.254
C (1.675, 3.823, -1.693)  -0.043
C (0.592, 4.441, -2.263)  -0.092
C (-0.685, 3.980, -1.924)  -0.076
C (-0.833, 2.942, -1.003)  -0.109
N (0.261, 2.392, -0.425)  0.085
C (3.284, -2.466, 1.282)  -0.107
H (1.063, -4.755, 2.571)  0.062
H (4.113, -0.087, 0.647)  0.113
H (3.389, 0.577, 2.122)  0.116
H (1.385, 0.924, 0.864)  0.061
H (3.487, 1.825, -1.026)  0.132
H (3.177, 2.669, 0.505)  0.125
H (2.704, 4.212, -1.892)  0.124
H (0.660, 5.263, -2.982)  0.104
H (-1.552, 4.547, -2.309)  0.104
H (-1.802, 2.517, -0.686)  0.107
H (4.318, -2.481, 0.974)  0.083
O (-1.554, -2.786, -1.075)  -0.041
C (-1.246, -1.576, -1.197)  -0.512
N (-1.820, -0.614, -0.461)  -0.045
C (-3.094, -0.965, 0.049)  -0.254
C (-3.541, -0.207, 1.244)  -0.287
C (-4.804, -0.480, 1.796)  -0.011
C (-5.263, 0.336, 2.848)  -0.072
C (-4.409, 1.287, 3.374)  -0.107
C (-3.180, 1.433, 2.812)  -0.146
N (-2.735, 0.709, 1.765)  0.066
C (-0.121, -1.271, -2.155)  -0.192
C (0.943, -2.203, -2.247)  0.006
C (1.895, -2.043, -3.230)  -0.087
C (1.857, -0.920, -4.017)  -0.094
C (0.763, -0.052, -3.899)  -0.152
N (-0.157, -0.208, -2.942)  0.113
H (-3.084, -2.065, 0.234)  0.120
H (-3.898, -0.913, -0.755)  0.140
H (-5.449, -1.229, 1.298)  0.122
H (-6.262, 0.258, 3.207)  0.088
H (-4.697, 1.978, 4.170)  0.101
H (-2.468, 2.210, 3.157)  0.117
H (1.021, -2.969, -1.474)  0.119
H (2.612, -2.808, -3.409)  0.093
H (2.579, -0.650, -4.770)  0.085
H (0.659, 0.780, -4.580)  0.088

Forces on the atoms, in the same order (eV/Å):
0.0 -0.7 -0.1
0.7 -0.8 -0.3
1.0 1.8 0.1
-0.3 -0.1 0.0
0.7 1.3 -0.6
0.1 0.2 -0.2
-0.4 0.5 -0.2
0.0 0.3 0.7
-0.2 -1.0 -0.2
-0.4 -0.7 -0.1
-0.4 -0.9 0.5
0.5 0.2 0.5
0.7 1.4 0.2
1.1 0.1 -0.4
-0.8 0.0 0.0
-0.9 0.4 0.1
0.8 0.4 0.0
-0.9 -0.9 -0.5
-1.6 -1.2 0.9
0.0 -0.2 0.0
0.0 0.0 0.0
0.1 0.4 0.1
0.5 -0.2 -0.5
-0.8 0.2 0.3
-0.2 0.2 -0.4
-0.9 -0.7 0.1
0.3 -0.2 0.4
0.4 -0.8 0.1
0.5 0.5 -0.3
0.1 0.2 -0.4
0.2 0.0 -1.0
-0.9 -0.4 1.9
1.0 1.5 -1.5
-0.4 -1.7 -0.8
-0.3 -0.5 0.2
-0.8 0.9 0.4
0.7 -1.1 -1.3
-0.4 0.7 0.6
1.7 0.4 -0.7
0.0 0.7 0.3
1.3 -0.4 0.2
-0.7 0.3 0.6
-0.2 -0.1 0.5
-1.2 1.3 -0.9
0.8 -0.9 1.1
-0.9 0.5 -0.7
-0.2 0.4 0.5
0.5 0.3 0.7
0.4 0.5 0.5
-0.6 -0.3 0.3
-0.1 -0.4 -0.2
-0.5 -0.6 -0.1
-0.2 -0.1 -0.5
0.8 -0.3 0.2
0.3 -0.4 -0.2
-0.1 0.3 0.1

Its orbital gap is 6.2 eV. Its LUMO energy is 0.083 Eh. The charge is -1. The electronic energy is -1992.572512 a.u.